<1>
DFT (the ωB97M-V functional and the def2-TZVPD basis) results for a single C20H23N3O2 molecule.

Calculated values
* HOMO energy: -7.40 eV
* gap between HOMO and LUMO: 8.0909 eV
* SMILES: CC(=O)N1CCN(c2ccc(NC(=O)c3ccccc3C)cc2)CC1

Geometry (Å):
C (-0.613, -1.859, 4.619)
C (0.055, -0.505, 4.499)
O (-0.585, 0.526, 4.438)
N (1.413, -0.495, 4.502)
C (2.274, -1.647, 4.406)
H (3.159, -1.451, 5.020)
C (2.684, -1.860, 2.928)
N (2.722, -0.590, 2.232)
C (1.886, -0.369, 1.145)
C (1.279, 0.863, 0.892)
C (0.503, 1.068, -0.231)
C (0.298, 0.039, -1.143)
C (0.899, -1.193, -0.903)
C (1.685, -1.392, 0.212)
H (2.166, -2.349, 0.343)
H (0.761, -2.004, -1.607)
N (-0.480, 0.181, -2.299)
C (-1.121, 1.285, -2.776)
O (-1.125, 2.372, -2.236)
C (-1.818, 1.012, -4.075)
C (-1.101, 0.433, -5.117)
C (-1.700, 0.203, -6.343)
C (-3.027, 0.548, -6.529)
C (-3.742, 1.127, -5.495)
C (-3.155, 1.376, -4.261)
C (-3.944, 1.995, -3.151)
H (-3.424, 2.869, -2.767)
H (-4.053, 1.292, -2.325)
H (-4.933, 2.286, -3.495)
H (-4.777, 1.396, -5.649)
H (-3.505, 0.371, -7.481)
H (-1.132, -0.240, -7.148)
H (-0.058, 0.184, -4.976)
H (-0.567, -0.662, -2.851)
H (0.044, 2.027, -0.399)
H (1.390, 1.683, 1.582)
C (3.134, 0.493, 3.091)
H (3.293, 1.393, 2.499)
C (2.109, 0.746, 4.216)
H (2.612, 1.110, 5.120)
H (1.350, 1.473, 3.922)
H (4.100, 0.206, 3.524)
H (1.957, -2.511, 2.442)
H (3.668, -2.346, 2.887)
H (1.786, -2.538, 4.795)
H (-0.322, -2.355, 5.542)
H (-1.688, -1.699, 4.628)
H (-0.358, -2.491, 3.772)

=====

<2>
DFT (the ωB97M-V functional and the def2-TZVPD basis) results for a single C20H23N3O2 molecule.

Calculated values
* HOMO energy: -7.99 eV
* gap between HOMO and LUMO: 8.4435 eV
* SMILES: COc1ccc2cc(-c3[nH]ncc3CNC[C@@H]3CCCO3)ccc2c1

Geometry (Å):
C (-7.126, -0.835, -0.268)
H (-7.786, -1.688, -0.118)
O (-5.854, -1.261, 0.154)
C (-4.808, -0.391, 0.080)
C (-3.587, -0.867, 0.507)
C (-2.441, -0.058, 0.475)
C (-1.181, -0.520, 0.915)
C (-0.080, 0.285, 0.870)
C (-0.176, 1.603, 0.371)
C (-1.394, 2.084, -0.043)
C (-2.545, 1.274, -0.006)
C (-3.805, 1.736, -0.434)
C (-4.910, 0.932, -0.395)
H (-5.859, 1.319, -0.732)
H (-3.890, 2.749, -0.801)
H (-1.478, 3.095, -0.419)
C (1.008, 2.463, 0.315)
C (2.166, 2.413, -0.447)
C (2.898, 3.543, -0.040)
N (2.255, 4.232, 0.880)
N (1.115, 3.578, 1.080)
H (0.450, 3.910, 1.761)
H (3.857, 3.867, -0.392)
C (2.553, 1.417, -1.501)
N (2.717, 0.048, -1.043)
H (1.829, -0.293, -0.685)
C (3.720, -0.099, -0.006)
C (3.734, -1.538, 0.517)
C (3.942, -2.577, -0.592)
H (4.990, -2.842, -0.709)
C (3.075, -3.742, -0.125)
H (2.740, -4.381, -0.939)
C (1.922, -3.000, 0.545)
H (1.430, -3.577, 1.332)
O (2.488, -1.848, 1.141)
H (1.170, -2.704, -0.202)
H (3.610, -4.347, 0.608)
H (3.564, -2.168, -1.529)
H (4.516, -1.620, 1.287)
H (4.698, 0.134, -0.438)
H (3.553, 0.578, 0.848)
H (1.790, 1.401, -2.287)
H (3.500, 1.733, -1.949)
H (0.869, -0.079, 1.239)
H (-1.100, -1.526, 1.300)
H (-3.521, -1.881, 0.870)
H (-7.130, -0.560, -1.328)
H (-7.489, 0.008, 0.329)

=====

Computed relative energies in units of kJ/mol: <1> 0.0; <2> 147.9